The following is a DFT calculation (ωB97M-V/def2-TZVPD) of the molecule C6H12O.

Summary:
F_max, eV/A: 0.5
Energy, eV: -8463.121
Molecular weight, g mol⁻¹: 100.16
Spin multiplicity: 1
Gap between HOMO and LUMO, eV: 10.5
SMILES: C[C@H]1OCC1(C)C
Relative energy (zero: lowest compared OMol25 entry of this formula, charge and spin), kcal/mol: 28.4

Positions of all 19 atoms, in Å:
C1 0.18 1.55 -1.44
C2 -0.45 1.08 -0.14
O1 -1.81 0.67 -0.35
C3 -1.49 -0.68 0.01
C4 -0.03 -0.33 0.38
C5 0.39 -0.43 1.86
C6 1.00 -1.09 -0.43
H1 -0.33 2.45 -1.80
H2 1.24 1.79 -1.29
H3 0.11 0.78 -2.21
H4 -0.39 1.86 0.63
H5 -1.55 -1.35 -0.86
H6 -2.13 -1.08 0.81
H7 0.50 0.56 2.30
H8 1.36 -0.95 1.96
H9 -0.33 -0.97 2.48
H10 1.99 -0.62 -0.35
H11 0.74 -1.14 -1.48
H12 1.07 -2.12 -0.05

The Mulliken scheme yields these atomic charges, measured in e: C -1.392; C 0.152; O -0.440; C -0.737; C 1.710; C -1.341; C -2.109; H 0.378; H 0.323; H 0.275; H 0.289; H 0.256; H 0.287; H 0.345; H 0.356; H 0.298; H 0.401; H 0.465; H 0.486